(1)
{
  "formula": "C65H71ClIN4O19",
  "method": "wB97M-V/def2-TZVPD",
  "elements": ["I", "Cl", "O", "O", "O", "O", "O", "O", "O", "O", "O", "O", "O", "O", "O", "O", "O", "O", "O", "O", "O", "N", "N", "N", "N", "C", "C", "C", "C", "C", "C", "C", "C", "C", "C", "C", "C", "C", "C", "C", "C", "C", "C", "C", "C", "C", "C", "C", "C", "C", "C", "C", "C", "C", "C", "C", "C", "C", "C", "C", "C", "C", "C", "C", "C", "C", "C", "C", "C", "C", "C", "C", "C", "C", "C", "C", "C", "C", "C", "C", "C", "C", "C", "C", "C", "C", "C", "C", "C", "C", "H", "H", "H", "H", "H", "H", "H", "H", "H", "H", "H", "H", "H", "H", "H", "H", "H", "H", "H", "H", "H", "H", "H", "H", "H", "H", "H", "H", "H", "H", "H", "H", "H", "H", "H", "H", "H", "H", "H", "H", "H", "H", "H", "H", "H", "H", "H", "H", "H", "H", "H", "H", "H", "H", "H", "H", "H", "H", "H", "H", "H", "H", "H", "H", "H", "H", "H", "H", "H", "H", "H"],
  "xyz": [[2.214, 3.818, 3.281], [-0.538, -1.856, 0.067], [-5.221, 6.501, 4.824], [-0.963, 1.938, -3.783], [-4.529, -1.599, 9.257], [-4.516, 4.085, -6.444], [-0.175, 4.014, -4.170], [5.445, 2.702, -1.809], [3.032, -11.530, -4.499], [-5.604, 1.633, -1.880], [6.077, -0.907, -3.995], [-1.505, -14.028, -5.588], [-2.393, 9.355, 1.164], [3.498, 2.760, -0.938], [-5.133, 0.669, 4.512], [-2.476, 10.571, -3.988], [-2.101, 5.795, 0.605], [2.113, -10.872, -0.731], [3.816, 0.457, 10.593], [0.679, 0.479, 6.329], [3.271, -6.516, -3.509], [-1.091, 0.710, 1.246], [0.543, 2.135, 0.139], [4.862, 3.218, -0.958], [1.733, -0.573, 0.450], [2.366, 1.569, 7.555], [2.526, -1.762, 0.103], [-4.796, -1.898, 6.938], [-3.093, 5.920, 4.007], [-2.456, 10.298, -2.809], [1.905, 1.887, 0.766], [-4.510, 6.346, 3.859], [0.160, -12.536, -6.321], [2.126, -0.635, 9.371], [-4.725, 0.397, 8.025], [3.098, 0.462, 9.621], [-2.419, 11.055, -0.472], [-0.467, -13.458, -5.339], [-3.017, 1.450, 2.461], [-4.671, -1.081, 8.174], [2.383, -9.876, -1.367], [0.228, -13.652, -4.041], [-0.324, 0.835, 0.067], [2.031, 1.824, 2.334], [5.860, -1.985, -4.891], [-2.425, 8.584, -1.052], [-0.294, 3.157, 0.837], [1.301, -11.909, -6.049], [-2.446, 8.885, -2.348], [2.899, -1.993, -1.366], [1.864, -2.717, -2.254], [-5.365, 2.192, -2.931], [0.655, 2.562, -1.313], [2.575, -3.468, -3.387], [1.398, 0.472, 7.310], [-3.813, 2.567, -4.793], [1.757, -7.615, -2.084], [-2.365, 0.809, 1.266], [3.013, -7.518, -2.873], [1.464, -8.708, -1.387], [-2.317, 5.746, 2.943], [-3.307, 0.270, 0.233], [3.489, -2.553, -4.232], [-4.775, 3.520, -5.406], [-2.410, 9.644, -0.016], [-6.328, 3.140, -3.542], [-2.824, 5.965, 1.573], [4.954, -2.991, -4.213], [-5.018, 6.566, 2.479], [-4.087, 1.951, -3.646], [3.927, -8.683, -2.853], [-0.605, 3.010, -3.371], [-6.056, 3.755, -4.691], [2.499, 0.628, 0.123], [-4.947, -1.328, 5.746], [1.993, -12.105, -4.752], [1.250, -0.455, 3.348], [1.369, -13.025, -3.769], [1.086, 1.072, 3.276], [6.944, 0.090, -4.516], [1.339, -0.630, 8.299], [2.932, 3.000, 0.371], [-4.234, 6.390, 1.419], [-4.876, 0.965, 6.832], [-4.998, 0.147, 5.602], [3.636, -9.776, -2.154], [-0.588, 3.270, -1.876], [3.155, 1.566, 8.626], [-2.439, 11.358, -1.767], [0.497, -0.444, -0.274], [1.776, -11.234, -6.749], [-4.756, -2.972, 7.069], [1.480, 3.246, -1.472], [6.823, -2.447, -5.144], [-0.910, 4.318, -4.722], [-3.874, 2.050, 2.165], [-2.458, 8.129, -3.123], [3.031, 1.435, 2.512], [-5.040, -1.903, 4.834], [2.480, 3.990, 0.344], [0.625, -1.418, 8.097], [2.196, -0.779, 2.921], [0.043, 1.363, 3.216], [1.819, -3.894, -4.046], [2.084, -2.669, 0.514], [-0.246, -14.327, -3.340], [-0.364, -12.410, -7.260], [4.833, -8.592, -3.438], [7.948, -0.046, -4.106], [1.188, -0.778, 4.383], [-1.518, 2.818, -1.534], [3.166, -2.627, -5.275], [-2.409, 11.811, 0.303], [1.105, -6.751, -2.115], [2.455, 0.719, -0.965], [-1.012, 0.937, -0.777], [-0.258, 3.046, 1.914], [3.182, -4.277, -2.989], [-6.052, 6.874, 2.393], [1.210, -1.990, -2.745], [-2.446, 12.379, -2.126], [3.224, -1.080, -1.867], [1.293, -3.413, -1.641], [-2.846, 0.033, -0.723], [-2.273, 2.088, 2.941], [1.893, -13.150, -2.829], [3.466, -1.640, 0.648], [-2.420, 7.567, -0.684], [5.282, -3.092, -3.176], [3.410, -1.497, -3.968], [2.101, -1.428, 10.108], [0.844, 1.689, -1.933], [-4.634, 0.973, 8.937], [5.059, -3.951, -4.721], [0.555, -8.804, -0.807], [6.978, 0.046, -5.606], [-0.586, 4.338, -1.682], [-3.304, 0.708, 3.203], [-3.792, -0.611, 0.657], [-3.399, 1.255, -3.184], [-4.584, 6.545, 0.406], [-6.742, 4.452, -5.155], [-1.342, 3.070, 0.585], [3.781, -2.640, -1.346], [-4.918, 2.039, 6.701], [3.530, 0.539, 0.451], [0.092, 4.146, 0.604], [4.286, -10.640, -2.129], [2.390, 2.362, 6.817], [0.456, -0.964, 2.803], [-1.283, 5.436, 3.018], [3.868, 2.355, 8.827], [5.433, -1.627, -5.837], [6.559, 1.062, -4.211], [-2.886, 2.405, -5.328], [3.770, 2.954, 1.059], [-4.110, 0.988, 0.053], [-2.741, 5.763, 5.019], [0.628, -0.483, -1.363], [-7.253, 3.299, -3.002], [1.366, 1.398, 4.277]],
  "e_lumo_ev": -3.7,
  "spin_multiplicity": 1,
  "gap_ev": 7.50,
  "e_homo_ev": -11.150,
  "total_charge": 1,
  "max_force_ev_per_a": 2.45
}



(2)
{
  "formula": "C65H74ClIrN4O3P3S2",
  "method": "wB97M-V/def2-TZVPD",
  "elements": ["Ir", "Cl", "S", "S", "P", "P", "P", "O", "O", "O", "N", "N", "N", "N", "C", "C", "C", "C", "C", "C", "C", "C", "C", "C", "C", "C", "C", "C", "C", "C", "C", "C", "C", "C", "C", "C", "C", "C", "C", "C", "C", "C", "C", "C", "C", "C", "C", "C", "C", "C", "C", "C", "C", "C", "C", "C", "C", "C", "C", "C", "C", "C", "C", "C", "C", "C", "C", "C", "C", "C", "C", "C", "C", "C", "C", "C", "C", "C", "C", "H", "H", "H", "H", "H", "H", "H", "H", "H", "H", "H", "H", "H", "H", "H", "H", "H", "H", "H", "H", "H", "H", "H", "H", "H", "H", "H", "H", "H", "H", "H", "H", "H", "H", "H", "H", "H", "H", "H", "H", "H", "H", "H", "H", "H", "H", "H", "H", "H", "H", "H", "H", "H", "H", "H", "H", "H", "H", "H", "H", "H", "H", "H", "H", "H", "H", "H", "H", "H", "H", "H", "H", "H", "H"],
  "xyz": [[-0.312, 0.223, -0.197], [-2.684, -5.142, -2.528], [-0.319, -2.619, 2.059], [-3.997, -0.542, -0.399], [-0.973, 3.474, -2.108], [-1.090, 1.774, 1.704], [1.899, -0.205, -1.655], [-0.550, 2.143, -1.609], [-0.896, -1.344, 1.508], [-2.529, -0.532, -0.684], [-0.297, 4.713, -1.244], [-0.428, 3.587, -3.695], [1.485, 0.341, 1.213], [-2.638, 3.631, -1.977], [0.606, -3.908, -0.584], [0.488, 6.923, -0.867], [-5.280, 0.804, 3.355], [-0.651, -6.300, -1.223], [2.989, 0.868, -2.677], [0.126, 1.256, 3.017], [-0.305, 4.308, -5.947], [-2.895, 0.757, 3.658], [-1.796, -3.649, 2.524], [-3.366, 2.410, -2.335], [-0.150, -1.289, 5.933], [0.219, 5.477, 2.780], [2.708, -2.780, -2.626], [0.221, -2.109, 3.716], [-3.494, 4.791, -2.215], [-4.498, -2.259, 0.164], [1.887, -3.656, -4.710], [4.993, 1.095, -3.990], [-4.746, 4.236, -2.899], [-4.018, -0.676, -3.181], [-0.542, 4.790, -4.515], [2.687, -3.777, -3.587], [1.920, -1.646, -2.784], [1.214, -1.102, 6.091], [-2.711, 1.331, 2.405], [-3.831, 1.630, 1.630], [-0.656, -1.788, 4.742], [1.130, -5.092, -0.139], [-0.567, -3.857, -1.390], [-6.007, -1.076, -4.461], [-6.147, -0.916, -2.072], [2.666, 2.185, -2.959], [1.112, -1.533, -3.915], [-4.172, 0.494, 4.126], [2.082, -1.412, 5.058], [-6.761, -1.109, -3.296], [-0.775, 6.076, -1.026], [3.603, 0.709, 1.899], [1.157, 4.653, -1.080], [1.586, -1.918, 3.868], [1.097, -2.528, -4.873], [3.119, -0.638, -0.303], [2.782, 0.147, 0.899], [-1.052, -2.660, -1.864], [-3.326, -3.084, 0.642], [1.437, 1.003, 2.390], [-2.221, 4.346, 2.122], [1.506, 5.926, -0.322], [3.506, 2.958, -3.747], [4.669, 2.416, -4.262], [0.516, -6.301, -0.466], [-4.643, -0.848, -4.406], [-0.798, 2.864, -5.904], [-4.831, 2.820, -2.336], [-2.154, 5.663, 2.542], [2.749, 1.252, 2.844], [-1.195, -5.113, -1.659], [4.160, 0.323, -3.202], [-5.108, 1.379, 2.107], [-0.939, 6.230, 2.889], [-1.066, 3.576, 2.038], [-4.774, -0.726, -2.026], [0.160, 4.167, 2.336], [-3.082, -2.945, 2.139], [-0.291, 2.408, -4.544], [-5.968, 1.634, 1.505], [-3.186, 3.920, 1.899], [-4.999, -2.737, -0.672], [1.169, 5.906, 3.060], [-6.487, -1.223, -5.417], [-1.388, 6.438, -1.851], [-2.052, 0.527, 4.290], [4.674, 0.698, 1.916], [2.976, -1.700, -0.077], [3.307, -4.651, -3.461], [-1.888, 2.839, -5.934], [4.151, -0.475, -0.616], [-3.754, 5.239, -1.250], [-0.839, 4.914, -6.674], [1.428, 3.745, -0.535], [1.594, -0.713, 7.022], [5.325, 3.013, -4.878], [-5.630, 4.836, -2.690], [3.019, 1.750, 3.755], [1.071, 3.595, 2.237], [1.883, -4.435, -5.457], [-1.144, -7.232, -1.462], [-0.246, 0.302, 3.401], [-0.409, 2.256, -6.717], [3.250, 3.984, -3.964], [-4.602, 4.195, -3.980], [-1.675, -4.576, 1.967], [-3.687, 2.070, 0.653], [-1.925, -2.619, -2.486], [2.021, -5.102, 0.471], [-2.434, -2.753, 0.102], [-0.897, 7.246, 3.250], [-0.559, -1.724, -1.622], [-1.738, -3.873, 3.586], [2.249, -2.162, 3.052], [0.767, 2.131, -4.618], [-3.120, 1.624, -1.623], [0.930, -7.235, -0.118], [0.194, 5.535, -4.203], [0.184, 1.983, 3.828], [-5.442, 2.156, -2.946], [1.662, 4.654, -2.054], [-5.219, -2.076, 0.960], [-7.823, -1.294, -3.345], [2.534, 6.236, -0.494], [-0.825, -1.043, 6.739], [-1.722, -1.912, 4.621], [0.501, -0.646, -4.034], [-3.022, -1.881, 2.396], [0.811, 7.308, -1.835], [-1.375, 6.100, -0.109], [3.143, -1.256, 5.176], [-2.954, -0.517, -3.109], [0.757, 4.334, -6.186], [-5.232, 2.840, -1.323], [-3.088, 2.066, -3.340], [0.328, 7.763, -0.196], [-1.538, 5.234, -4.422], [-3.061, 6.244, 2.628], [-6.274, 0.608, 3.728], [0.474, -2.427, -5.749], [4.421, -0.709, -3.009], [-3.920, -3.377, 2.690], [1.078, -2.968, -0.342], [1.750, 2.586, -2.559], [-0.836, 1.566, -4.117], [5.895, 0.667, -4.398], [-4.302, 0.058, 5.106], [1.341, 5.782, 0.742], [-6.724, -0.931, -1.161], [-4.066, -0.818, -5.317], [-3.497, -4.134, 0.397], [3.350, -2.901, -1.766], [-3.010, 5.552, -2.826]],
  "e_lumo_ev": [-3.9, -6.8],
  "spin_multiplicity": 6,
  "gap_ev": [7.30, 5.59],
  "e_homo_ev": [-11.160, -12.353],
  "total_charge": 2,
  "max_force_ev_per_a": 1.65
}



(3)
{
  "formula": "C65H78F7IN2O2S",
  "method": "wB97M-V/def2-TZVPD",
  "elements": ["I", "S", "F", "F", "F", "F", "F", "F", "F", "O", "O", "N", "N", "C", "C", "C", "C", "C", "C", "C", "C", "C", "C", "C", "C", "C", "C", "C", "C", "C", "C", "C", "C", "C", "C", "C", "C", "C", "C", "C", "C", "C", "C", "C", "C", "C", "C", "C", "C", "C", "C", "C", "C", "C", "C", "C", "C", "C", "C", "C", "C", "C", "C", "C", "C", "C", "C", "C", "C", "C", "C", "C", "C", "C", "C", "C", "C", "C", "H", "H", "H", "H", "H", "H", "H", "H", "H", "H", "H", "H", "H", "H", "H", "H", "H", "H", "H", "H", "H", "H", "H", "H", "H", "H", "H", "H", "H", "H", "H", "H", "H", "H", "H", "H", "H", "H", "H", "H", "H", "H", "H", "H", "H", "H", "H", "H", "H", "H", "H", "H", "H", "H", "H", "H", "H", "H", "H", "H", "H", "H", "H", "H", "H", "H", "H", "H", "H", "H", "H", "H", "H", "H", "H", "H", "H", "H"],
  "xyz": [[2.124, 0.546, 2.885], [0.142, 2.518, -3.596], [-1.193, -1.945, -4.978], [4.278, 5.611, 6.956], [-6.987, -2.103, -0.337], [-1.888, -4.147, -8.355], [-1.497, -4.738, 1.431], [0.642, 4.888, 12.254], [-2.079, 5.663, 5.225], [5.598, 0.943, 1.078], [-0.593, 0.477, -1.095], [1.325, 1.553, -0.281], [3.570, 1.843, 0.661], [0.415, -2.068, 0.133], [-1.994, -2.966, -8.994], [-5.048, -4.261, 0.983], [2.327, -0.293, 0.813], [1.329, -5.494, -5.110], [-3.008, -3.443, 2.689], [2.659, 1.729, -2.640], [2.705, 4.587, 13.346], [0.659, -3.086, -5.509], [-1.557, 5.342, 4.024], [3.106, 5.729, 15.423], [4.111, -3.404, -2.238], [-4.789, -1.741, -5.323], [-2.368, -1.736, -11.004], [3.033, 5.406, 7.427], [5.708, 2.263, -0.816], [-1.433, 5.713, 1.670], [-1.944, -0.580, -8.938], [-4.071, -0.281, -3.551], [2.201, -5.730, -2.736], [1.452, 5.165, 13.296], [4.972, 1.622, 0.362], [-4.304, -2.983, 2.882], [-0.098, 3.997, 2.700], [-5.322, -3.392, 2.031], [1.497, 1.289, -3.554], [0.851, -0.638, 0.498], [-3.754, -4.716, 0.781], [-0.624, 4.325, 3.941], [-9.781, -0.227, -1.651], [-3.473, -2.119, -5.550], [-5.089, -0.821, -4.327], [4.596, -4.846, -2.129], [-9.032, -1.291, -1.170], [-1.971, 6.039, 2.906], [0.487, 4.985, 8.392], [1.840, 6.296, 15.359], [4.109, -1.906, -0.184], [-2.476, -1.576, -4.764], [2.864, 5.045, 8.749], [1.580, 4.838, 9.235], [3.538, 4.878, 14.416], [-7.130, 0.169, -0.917], [1.103, -1.631, -5.214], [3.373, -1.404, 1.061], [0.356, 0.467, -0.436], [1.957, 5.562, 6.576], [-1.839, -1.796, -8.278], [3.315, 3.290, 0.491], [-2.754, -4.300, 1.637], [-2.254, -2.955, -10.350], [3.499, -5.926, -1.942], [-2.755, -0.664, -3.766], [-7.718, -1.076, -0.808], [1.830, -4.100, -5.546], [-7.881, 1.228, -1.407], [3.280, -2.886, -1.026], [2.300, -6.248, -4.188], [0.675, 5.344, 7.064], [3.049, 0.651, -1.593], [-9.207, 1.031, -1.772], [-0.499, 4.690, 1.565], [-2.212, -0.550, -10.300], [1.006, 6.017, 14.286], [2.669, 0.973, -0.117], [4.046, -1.099, 1.852], [-0.314, 3.798, 4.834], [4.563, -1.125, -0.791], [3.755, 5.952, 16.260], [3.075, -3.744, -0.384], [2.600, -3.715, -4.872], [2.497, -0.264, -1.839], [-2.201, -3.140, 3.343], [-4.517, -2.302, 3.695], [2.280, -4.153, -6.538], [-0.514, 4.820, 8.771], [2.501, 2.722, -2.232], [-3.516, -5.385, -0.036], [-6.331, -3.032, 2.183], [0.956, 2.048, 0.532], [1.172, -6.087, -6.014], [2.123, 5.851, 5.546], [-2.298, 0.400, -10.812], [2.386, -2.420, -1.434], [-0.932, 1.714, -3.727], [-6.116, -0.525, -4.155], [-9.791, 1.860, -2.150], [0.273, -0.420, 1.397], [2.378, 3.582, 0.957], [-1.744, 6.256, 0.787], [3.521, -3.254, -3.138], [0.019, 6.455, 14.213], [0.626, 3.196, 2.619], [-2.706, 6.827, 3.007], [4.954, -2.506, 0.177], [1.126, -1.068, -6.151], [5.403, 3.284, -1.044], [0.179, -3.119, -6.489], [3.518, 1.815, -3.313], [2.001, -7.299, -4.207], [5.650, 1.681, -1.735], [-5.842, -4.581, 0.321], [-9.460, -2.281, -1.077], [-0.087, -3.349, -4.761], [-0.174, 5.456, 6.409], [-6.098, 0.303, -0.620], [-4.302, 0.439, -2.777], [5.097, -5.068, -3.080], [3.319, -6.076, -0.875], [-1.818, 0.343, -8.388], [1.454, -6.365, -2.251], [3.937, -6.867, -2.292], [-3.218, -2.829, -6.326], [-5.582, -2.165, -5.926], [3.731, 4.928, 9.388], [1.123, 0.299, -3.298], [4.526, 4.439, 14.463], [4.099, 0.411, -1.734], [5.365, -4.990, -1.367], [3.020, 3.919, 12.555], [-0.085, 4.435, 0.597], [6.756, 2.305, -0.527], [1.433, 4.563, 10.267], [-2.365, -3.890, -10.883], [-1.639, -1.840, -7.214], [-0.645, -2.145, 0.378], [1.501, 6.957, 16.146], [-7.431, 2.208, -1.504], [3.334, -6.212, -4.541], [2.834, -2.261, 1.477], [5.009, -2.780, -2.290], [-1.950, -0.262, -3.164], [3.368, 3.651, -0.539], [0.381, -5.404, -4.576], [0.944, -2.844, 0.676], [0.394, -1.128, -4.555], [0.466, -2.200, -0.949], [-10.815, -0.380, -1.931], [4.092, 3.822, 1.045], [2.103, -1.591, -4.775], [-2.581, -1.713, -12.065], [1.809, -4.712, -2.713], [1.867, 1.207, -4.574]],
  "e_lumo_ev": 0.3,
  "spin_multiplicity": 1,
  "gap_ev": 8.87,
  "e_homo_ev": -8.559,
  "total_charge": 0,
  "max_force_ev_per_a": 5.03,
  "de_lowest_kcal_mol": 0.0
}